ORCA calculation (ωB97M-V with the def2-TZVPD basis set) on an isolated ion of composition C6H17N2 and charge +1 at a distorted geometry.

```
! wB97M-V def2-TZVPD RIJCOSX def2/J DEFGRID3
* xyz 1 1
N 1.65534 0.15940 -1.49363
C 0.13297 0.59760 -1.54645
C -0.12286 1.79076 -2.57085
C -0.40208 0.80029 -0.08589
N 0.49761 0.23809 0.94982
C -1.57473 -0.52473 2.25670
C -0.14552 -0.86399 1.76117
C -0.09827 -2.16966 0.95553
H 2.09016 0.97759 -1.13251
H 1.73911 -0.60848 -0.73908
H 1.85600 -0.22146 -2.33298
H -0.39623 -0.23969 -1.97245
H 0.69109 2.51285 -2.80780
H -0.48401 1.39401 -3.50673
H -0.91544 2.38496 -2.16240
H -1.31497 0.17367 -0.09542
H -0.57586 1.90670 0.12928
H 0.70448 0.96113 1.62068
H -1.82836 -1.37426 2.79699
H -2.34648 -0.31675 1.51328
H -1.50358 0.35912 2.92061
H 0.55806 -0.89455 2.58065
H -0.71701 -2.98159 1.35312
H -0.34681 -2.07471 -0.10653
H 0.98217 -2.52261 1.12660
*
```

Computed properties:
- HOMO-LUMO gap (Eh) = 0.378
- energy relative to the best compared isomer or geometry (same formula, charge and spin) (eV) = 1.396